{"formula": "C7H13NO6S", "method": "ωB97M-V with the def2-TZVPD basis set", "symbols": ["C", "C", "O", "C", "C", "C", "C", "N", "O", "C", "O", "S", "O", "O", "O", "H", "H", "H", "H", "H", "H", "H", "H", "H", "H", "H", "H", "H"], "positions_angstrom": [[-3.770, 0.164, 1.144], [-2.269, 0.003, 1.328], [-1.653, 0.472, 0.125], [-0.289, 0.441, 0.077], [0.247, -0.218, -1.225], [1.353, -1.234, -0.975], [1.926, -1.756, -2.271], [3.033, -1.002, -2.845], [1.549, -2.718, -2.805], [0.371, 1.831, 0.169], [0.825, 2.032, 1.537], [1.188, 0.642, 2.181], [2.554, 0.371, 2.097], [0.622, 0.477, 3.447], [0.287, -0.233, 1.194], [-4.172, -0.709, 0.653], [-3.974, 1.029, 0.537], [-4.268, 0.225, 2.097], [-1.993, 0.583, 2.196], [-2.086, -1.044, 1.507], [0.650, 0.547, -1.875], [-0.566, -0.675, -1.767], [2.164, -0.812, -0.404], [0.908, -2.064, -0.453], [2.709, -0.088, -3.153], [3.699, -0.831, -2.095], [1.274, 1.932, -0.407], [-0.320, 2.634, -0.013]], "nbo_charge": [-0.62, -0.07, -0.53, 0.52, -0.42, -0.51, 0.71, -0.89, -0.49, -0.12, -0.69, 2.59, -0.91, -0.91, -0.72, 0.21, 0.22, 0.22, 0.18, 0.18, 0.20, 0.24, 0.22, 0.24, 0.37, 0.37, 0.20, 0.23], "smiles": "CCO[C@@]1(CCC(N)=O)COS(=O)(=O)O1", "e_lumo_ev": 0.34, "total_charge": 0, "de_lowest_kcal_mol": 0.0, "multiplicity": 1, "e_tot_ev": -32078.5955}

---

{"formula": "C7H13NOS", "method": "ωB97M-V with the def2-TZVPD basis set", "symbols": ["C", "C", "C", "C", "C", "C", "C", "N", "O", "S", "H", "H", "H", "H", "H", "H", "H", "H", "H", "H", "H", "H", "H"], "positions_angstrom": [[2.577, 0.758, -0.259], [2.206, -0.518, 0.589], [1.288, -0.715, -0.653], [3.298, -1.505, 0.963], [-3.528, 0.219, -0.932], [-2.408, 1.428, 0.893], [-2.529, 0.153, 0.116], [1.559, 0.495, -1.212], [3.583, 1.447, -0.278], [-0.970, -0.595, 0.145], [1.550, -0.085, 1.313], [1.479, -1.585, -1.247], [2.797, -2.283, 1.530], [4.105, -1.081, 1.642], [3.834, -1.832, 0.111], [-3.627, -0.560, -1.636], [-3.409, 1.185, -1.636], [-4.474, 0.482, -0.723], [-2.084, 2.228, 0.276], [-3.269, 1.637, 1.456], [-1.637, 1.470, 1.701], [0.963, 1.082, -1.796], [-1.302, -1.825, -0.364]], "nbo_charge": [0.69, -0.35, -0.04, -0.62, -0.66, -0.67, -0.19, -0.67, -0.57, 0.18, 0.23, 0.18, 0.22, 0.23, 0.22, 0.22, 0.18, 0.23, 0.20, 0.22, 0.22, 0.42, 0.12], "e_lumo_ev": [0.22, 0.20], "total_charge": 0, "de_lowest_kcal_mol": 114.3, "multiplicity": 1, "e_tot_ev": -21837.4570}

---

{"formula": "C7H13NOS2", "method": "ωB97M-V with the def2-TZVPD basis set", "symbols": ["C", "C", "C", "C", "S", "S", "N", "O", "C", "C", "C", "H", "H", "H", "H", "H", "H", "H", "H", "H", "H", "H", "H", "H"], "positions_angstrom": [[-1.271, -1.096, 2.117], [-1.210, -1.398, 0.539], [-1.360, -2.857, 0.305], [0.182, -0.969, 0.084], [1.294, -1.679, -0.758], [0.707, 0.859, 0.412], [-0.053, 1.743, 1.494], [2.145, 0.771, 0.728], [0.493, 1.530, -1.269], [1.288, 2.802, -1.673], [1.617, 1.546, -2.396], [-0.440, -1.625, 2.554], [-2.201, -1.593, 2.584], [-1.222, -0.045, 2.408], [-1.882, -0.563, 0.124], [-0.886, -3.409, 1.066], [-0.958, -3.370, -0.636], [-2.429, -3.206, 0.352], [0.429, 1.847, 2.381], [-0.609, 1.570, -1.595], [2.077, 3.083, -1.041], [0.734, 3.673, -2.207], [1.072, 1.420, -3.323], [2.480, 0.967, -2.249]], "nbo_charge": [-0.60, -0.33, -0.63, -0.31, 0.21, 1.89, -1.18, -0.96, -0.50, -0.40, -0.37, 0.20, 0.21, 0.26, 0.25, 0.22, 0.24, 0.22, 0.40, 0.25, 0.24, 0.23, 0.22, 0.24], "smiles": "CC(C)C(=S)[S@@](=N)(=O)C1CC1", "e_lumo_ev": -0.66, "total_charge": 0, "de_lowest_kcal_mol": 99.0, "multiplicity": 1, "e_tot_ev": -32673.0154}

---

{"formula": "C7H13NS", "method": "ωB97M-V with the def2-TZVPD basis set", "symbols": ["C", "S", "C", "C", "C", "C", "H", "H", "H", "H", "H", "H", "H", "H", "H", "H", "C", "C", "N", "H", "H", "H"], "positions_angstrom": [[-0.295, -2.158, -2.277], [-1.595, -1.054, -1.651], [-0.580, 0.133, -0.828], [-1.007, 0.964, 0.116], [-2.416, 0.976, 0.618], [-0.084, 1.969, 0.739], [-0.792, -2.921, -2.867], [0.228, -2.611, -1.437], [0.392, -1.594, -2.903], [0.434, 0.150, -1.195], [-2.436, 1.027, 1.706], [-2.951, 0.089, 0.287], [-2.941, 1.851, 0.234], [-0.494, 2.972, 0.628], [0.902, 1.938, 0.284], [0.022, 1.772, 1.807], [2.903, -0.373, 0.658], [1.804, -0.996, 0.949], [0.906, -1.757, 1.237], [3.202, -0.211, -0.360], [3.546, -0.003, 1.429], [-0.045, -1.435, 1.369]], "nbo_charge": [-0.73, 0.21, -0.38, 0.00, -0.65, -0.63, 0.23, 0.23, 0.21, 0.21, 0.21, 0.22, 0.22, 0.21, 0.22, 0.21, -0.68, 0.44, -0.64, 0.24, 0.24, 0.39], "smiles": "CSC=C(C)C.C=C=N", "e_lumo_ev": 0.88, "total_charge": 0, "de_lowest_kcal_mol": 42.1, "multiplicity": 1, "e_tot_ev": -19793.3446}

---

{"formula": "C7H14", "method": "ωB97M-V with the def2-TZVPD basis set", "symbols": ["C", "C", "C", "C", "C", "C", "C", "H", "H", "H", "H", "H", "H", "H", "H", "H", "H", "H", "H", "H", "H"], "positions_angstrom": [[0.605, -0.780, -2.352], [0.329, 0.181, -1.229], [-1.086, 0.445, -0.817], [-1.080, 1.084, 0.589], [1.191, 0.428, 1.647], [-0.155, 0.080, 1.349], [-0.751, -1.036, 1.827], [1.676, -0.944, -2.517], [0.230, -0.547, -3.344], [0.293, -1.765, -1.985], [0.825, 1.152, -1.368], [0.854, -0.030, -0.216], [-1.634, -0.468, -0.583], [-1.680, 0.991, -1.557], [-0.533, 2.031, 0.615], [-2.066, 1.206, 1.034], [1.371, 1.458, 1.890], [1.758, -0.240, 2.284], [-0.104, -1.803, 2.251], [1.716, -0.534, 0.293], [-1.759, -0.907, 2.187]], "nbo_charge": [-0.62, -0.42, -0.39, -0.43, -0.51, -0.02, -0.43, 0.21, 0.21, 0.21, 0.19, 0.17, 0.20, 0.20, 0.19, 0.22, 0.22, 0.22, 0.19, 0.18, 0.21], "e_lumo_ev": 0.09, "total_charge": 0, "de_lowest_kcal_mol": 136.0, "multiplicity": 1, "e_tot_ev": -7480.3988}

---

{"formula": "C7H14", "method": "ωB97M-V with the def2-TZVPD basis set", "symbols": ["C", "C", "C", "C", "C", "C", "C", "H", "H", "H", "H", "H", "H", "H", "H", "H", "H", "H", "H", "H", "H"], "positions_angstrom": [[-0.038, 1.635, 0.519], [-0.052, 0.663, -0.654], [-1.083, -0.494, -0.509], [-2.364, -0.306, 0.286], [0.050, -1.367, 0.069], [1.064, -0.428, -0.616], [2.409, -0.164, 0.051], [0.795, 2.342, 0.434], [0.062, 1.122, 1.484], [-0.966, 2.218, 0.553], [-0.122, 1.232, -1.588], [-1.333, -0.858, -1.515], [-2.162, 0.017, 1.313], [-3.019, 0.441, -0.179], [-2.923, -1.248, 0.340], [0.074, -2.430, -0.193], [0.103, -1.278, 1.162], [1.222, -0.787, -1.641], [2.338, 0.619, 0.812], [2.774, -1.071, 0.546], [3.170, 0.144, -0.674]], "nbo_charge": [-0.62, -0.20, -0.20, -0.61, -0.40, -0.21, -0.62, 0.21, 0.20, 0.21, 0.20, 0.20, 0.20, 0.21, 0.21, 0.20, 0.19, 0.20, 0.21, 0.21, 0.21], "smiles": "C[C@@H]1[C@H](C)C[C@@H]1C", "e_lumo_ev": 1.14, "total_charge": 0, "de_lowest_kcal_mol": 15.4, "multiplicity": 1, "e_tot_ev": -7485.6274}

---

{"formula": "C7H14", "method": "ωB97M-V with the def2-TZVPD basis set", "symbols": ["C", "C", "C", "C", "C", "C", "C", "H", "H", "H", "H", "H", "H", "H", "H", "H", "H", "H", "H", "H", "H"], "positions_angstrom": [[-2.378, -1.367, -0.096], [-1.275, -1.007, -1.104], [0.111, -1.141, -0.596], [0.921, -0.044, -0.142], [0.695, 1.307, -0.050], [2.207, -0.004, 0.317], [3.068, -1.309, -0.020], [-2.388, -2.460, -0.082], [-2.051, -0.948, 0.846], [-3.347, -1.067, -0.509], [-1.360, 0.070, -1.411], [-1.455, -1.488, -2.063], [0.526, -2.131, -0.705], [-3.750, 6.007, 2.161], [0.505, 1.797, 0.911], [1.166, 1.928, -0.829], [2.786, 0.816, 0.760], [-3.734, 5.927, 2.921], [4.158, -1.141, 0.062], [2.812, -1.636, -1.052], [2.782, -2.109, 0.682]], "nbo_charge": [-0.60, -0.45, -0.18, -0.18, -0.26, -0.19, -0.64, 0.20, 0.21, 0.21, 0.20, 0.21, 0.19, 0.00, 0.20, 0.20, 0.23, 0.00, 0.21, 0.21, 0.22], "e_lumo_ev": -0.73, "total_charge": 0, "de_lowest_kcal_mol": 158.8, "multiplicity": 1, "e_tot_ev": -7479.4090}

---

{"formula": "C7H14", "method": "ωB97M-V with the def2-TZVPD basis set", "symbols": ["C", "C", "C", "C", "H", "H", "H", "H", "H", "H", "H", "H", "C", "C", "C", "H", "H", "H", "H", "H", "H"], "positions_angstrom": [[-2.046, -0.870, -0.781], [-0.996, -1.579, -0.411], [-0.448, -2.668, 0.403], [0.444, -1.835, -0.520], [-3.035, -1.069, -0.376], [-1.958, -0.063, -1.505], [-0.350, -2.520, 1.477], [-0.663, -3.694, 0.110], [0.825, -2.311, -1.421], [1.131, -1.126, -0.060], [1.490, -0.353, 2.199], [1.341, -0.954, 2.611], [1.229, 2.246, 0.967], [0.210, 1.845, 0.211], [0.057, 2.155, -1.249], [2.043, 2.839, 0.554], [1.284, 2.009, 2.027], [-0.586, 1.248, 0.659], [-0.856, 2.735, -1.431], [0.909, 2.730, -1.627], [-0.025, 1.233, -1.838]], "nbo_charge": [-0.41, 0.01, -0.45, -0.45, 0.20, 0.20, 0.22, 0.22, 0.22, 0.23, 0.00, 0.00, -0.42, -0.17, -0.65, 0.19, 0.20, 0.20, 0.22, 0.21, 0.22], "smiles": "C=C1CC1.[H][H].C=CC", "e_lumo_ev": 1.21, "total_charge": 0, "de_lowest_kcal_mol": 88.0, "multiplicity": 1, "e_tot_ev": -7482.4800}

---

{"formula": "C7H14", "method": "ωB97M-V with the def2-TZVPD basis set", "symbols": ["C", "C", "C", "C", "C", "C", "C", "H", "H", "H", "H", "H", "H", "H", "H", "H", "H", "H", "H", "H", "H"], "positions_angstrom": [[0.578, 0.219, 2.594], [0.426, 0.750, 1.188], [-0.576, 0.259, 0.373], [-1.544, -0.806, 0.887], [-0.648, 0.805, -1.086], [0.536, 0.220, -2.127], [1.119, -1.117, -1.834], [0.994, 0.982, 3.320], [-0.369, -0.128, 3.047], [1.160, -0.835, 2.628], [1.189, 1.485, 0.768], [-1.824, -0.377, 1.872], [-2.331, -1.013, 0.225], [-1.055, -1.786, 1.134], [-0.444, 1.922, -1.108], [-1.631, 0.629, -1.587], [1.242, 1.102, -2.213], [0.008, 0.100, -3.078], [1.791, -0.815, -1.016], [0.213, -1.644, -1.462], [1.712, -1.612, -2.507]], "nbo_charge": [-0.66, -0.22, 0.02, -0.66, -0.43, -0.37, -0.63, 0.22, 0.21, 0.22, 0.21, 0.23, 0.22, 0.22, 0.22, 0.21, 0.19, 0.19, 0.21, 0.21, 0.21], "smiles": "C/C=C(\\C)CCC", "e_lumo_ev": 1.07, "total_charge": 0, "de_lowest_kcal_mol": 52.3, "multiplicity": 1, "e_tot_ev": -7484.0281}

---

{"formula": "C7H14AgI2S3", "method": "ωB97M-V with the def2-TZVPD basis set", "symbols": ["Ag", "I", "C", "I", "H", "H", "C", "C", "S", "C", "C", "S", "C", "C", "S", "H", "H", "H", "H", "H", "H", "H", "H", "H", "H", "H", "H"], "positions_angstrom": [[6.795, 7.313, 6.923], [6.584, 4.628, 5.125], [8.553, 5.084, 4.524], [9.349, 6.475, 5.925], [8.493, 5.491, 3.489], [9.159, 4.215, 4.570], [8.891, 9.354, 9.077], [8.185, 8.572, 10.214], [6.997, 7.355, 9.513], [5.389, 8.309, 9.730], [4.959, 9.398, 8.713], [5.214, 9.204, 6.904], [6.049, 10.800, 6.604], [7.532, 10.825, 6.945], [8.084, 10.944, 8.689], [9.048, 8.726, 8.167], [9.833, 9.642, 9.481], [7.608, 9.196, 10.910], [8.894, 8.066, 10.844], [5.486, 8.825, 10.682], [4.550, 7.638, 9.873], [5.543, 10.279, 8.968], [3.891, 9.551, 8.906], [5.410, 11.534, 7.040], [5.991, 10.989, 5.443], [7.958, 11.712, 6.481], [8.068, 9.984, 6.540]], "nbo_charge": [0.61, 0.21, -0.71, 0.19, 0.26, 0.24, -0.54, -0.52, 0.14, -0.51, -0.56, 0.17, -0.53, -0.54, 0.20, 0.21, 0.24, 0.24, 0.24, 0.24, 0.24, 0.25, 0.25, 0.24, 0.26, 0.25, 0.22], "e_lumo_ev": -3.66, "total_charge": 1, "multiplicity": 1, "e_tot_ev": -60186.0789}